# 1
17
Properties=species:S:1:pos:R:3 method="wB97M-V/def2-TZVPD" e_above_lowest_kj_mol=8.82 orbital_gap_ev=8.843 lumo_ev=-0.052 e_homo_ev=-8.895 mol_weight_g_mol=201.1
Cl 2.6894 2.7787 -0.8733
Si 2.1064 1.3263 0.4887
Cl 2.2877 2.2973 2.3427
C 2.3520 -0.5421 0.6440
C 1.2371 -1.2749 0.6477
C -0.0705 -0.7039 0.2758
C -1.2951 -1.4277 0.0495
C -2.3788 -0.7695 -0.6039
C -2.2047 0.5504 -0.9194
C -1.0124 1.2547 -0.7761
C 0.0199 0.5777 -0.1769
H 3.2678 -0.9707 0.9006
H 1.4024 -2.4347 0.8970
H -1.3226 -2.5287 0.4121
H -3.3152 -1.3115 -0.7972
H -2.9281 0.9285 -1.5443
H -0.8352 2.2499 -0.9670

=====

# 2
22
Properties=species:S:1:pos:R:3 method="wB97M-V/def2-TZVPD" e_above_lowest_kj_mol=232.11 orbital_gap_ev=7.988 lumo_ev=-0.527 e_homo_ev=-8.515 mol_weight_g_mol=169.2
C -0.7679 0.5606 -1.1913
C -1.4814 0.0285 -0.1614
C 1.2241 0.3435 0.1855
C 0.6579 0.6589 -0.9983
C 0.4061 0.1145 1.2638
C -0.9211 -0.2012 1.1069
C 1.5472 0.9545 -2.2181
C -1.7319 -0.6659 2.2890
N -0.3975 -2.8225 0.6775
O -1.3495 -3.6615 -1.4368
S -1.6170 -2.8603 -0.3139
H -1.0855 0.6816 -2.1739
H -2.5692 -0.3204 -0.2566
H 2.3681 0.2867 0.3856
H 0.3548 -3.4259 0.4929
H 0.9038 0.1182 2.2410
H 2.2483 1.7434 -1.8134
H 0.8959 1.2991 -3.0865
H 2.1780 -0.0020 -2.3382
H -2.5065 0.1031 2.7182
H -1.0820 -0.8380 3.1723
H -2.2398 -1.7433 2.0794

=====

# 3
25
Properties=species:S:1:pos:R:3 method="wB97M-V/def2-TZVPD" e_above_lowest_kj_mol=0.00 orbital_gap_ev="8.332 / 9.174" lumo_ev="0.106 / -0.132" spin_multiplicity=2 e_homo_ev="-8.227 / -9.305" mol_weight_g_mol=182.2
N -1.9875 1.3914 -2.6982
O -2.5099 1.5951 -3.7738
O -0.9675 0.3940 -2.6974
O -2.2157 1.9151 -1.6217
H -0.7410 0.3902 -1.7485
C 0.5489 -0.6432 -0.7110
C 0.1109 -2.0335 -1.0388
C 1.8428 -0.2410 -1.3411
C 0.2284 -0.1032 0.6180
C -0.7396 0.9000 0.8407
C -1.0012 1.3699 2.1197
C -0.2937 0.8508 3.2008
C 0.6772 -0.1417 3.0021
C 0.9427 -0.6195 1.7252
H -0.9446 -2.2120 -0.7756
H 0.3240 -2.2784 -2.0915
H 0.7203 -2.7441 -0.4485
H 2.0073 0.8477 -1.2773
H 2.6687 -0.7404 -0.7967
H 1.9052 -0.6090 -2.3784
H -1.2936 1.3246 0.0178
H -1.7536 2.1400 2.2807
H -0.4784 1.2018 4.2101
H 1.2448 -0.5612 3.8352
H 1.7052 -1.3936 1.5482

=====

# 4
13
Properties=species:S:1:pos:R:3 method="wB97M-V/def2-TZVPD" e_above_lowest_kj_mol=387.92 orbital_gap_ev=8.087 lumo_ev=-0.522 e_homo_ev=-8.609 mol_weight_g_mol=76.1
C -1.7959 0.1978 0.3153
C -0.3691 -0.1253 -0.1806
O -0.1288 -0.1091 -1.4963
C 0.7630 0.4745 0.5680
O 2.0001 -0.7362 -0.4887
H -2.1017 1.2076 0.0323
H -1.9056 0.0767 1.4018
H -2.4753 -0.5094 -0.1741
H -0.1468 -1.1306 0.2841
H 1.1932 -0.5860 -1.2463
H 1.3777 1.2860 0.2116
H 0.7967 0.2686 1.6442
H 2.7925 -0.3148 -0.8712

=====

# 5
5
Properties=species:S:1:pos:R:3 method="wB97M-V/def2-TZVPD" charge=-2 orbital_gap_ev=7.886 lumo_ev=5.712 e_homo_ev=-2.174 mol_weight_g_mol=270.8
Ca 0.1991 -0.2590 -0.1926
Cl 1.6383 1.7831 0.8423
Cl 1.0927 -2.2739 1.5102
Br -2.6245 -0.1271 0.6093
Br -0.3057 0.8769 -2.7692

=====

# 6
72
Properties=species:S:1:pos:R:3 method="wB97M-V/def2-TZVPD" e_above_lowest_kj_mol=0.00 orbital_gap_ev=11.080 lumo_ev=0.313 e_homo_ev=-10.767 mol_weight_g_mol=647.4
C 12.8249 0.4491 -20.8351
C 14.1744 1.1417 -20.8561
O 14.9102 0.7341 -22.0171
C 14.6265 1.2642 -23.1819
O 13.9020 2.1907 -23.4025
C 15.4039 0.5533 -24.3099
F 15.8060 -0.6624 -23.9675
F 14.6149 0.4471 -25.3754
F 16.4930 1.2605 -24.6604
H 12.3551 0.5684 -19.8597
H 13.0195 -0.6257 -20.8997
H 12.1872 0.7752 -21.6505
H 14.7640 0.8111 -20.0114
H 14.0400 2.2198 -20.7508
C 20.3208 -1.8964 -18.2899
C 21.6369 -1.4551 -18.8759
O 21.9924 -0.1430 -18.3320
C 21.4022 0.9011 -18.8307
O 20.6254 0.9313 -19.7452
C 21.7644 2.1854 -18.0586
F 21.7467 3.2323 -18.8564
F 20.8679 2.3841 -17.0749
F 22.9727 2.0939 -17.4794
H 20.2758 -1.5388 -17.2589
H 20.2812 -2.9856 -18.2549
H 19.4310 -1.5418 -18.7985
H 21.6730 -1.4092 -19.9602
H 22.4375 -2.0691 -18.4727
C 17.3057 5.8235 -23.4941
C 17.3637 4.7138 -24.5601
O 18.4194 4.9607 -25.4768
C 19.5435 4.3071 -25.2994
O 19.7501 3.4145 -24.5304
C 20.6617 4.8124 -26.2335
F 21.0973 3.8337 -27.0139
F 20.2716 5.8353 -27.0034
F 21.6777 5.2422 -25.4773
H 18.2625 6.3456 -23.5028
H 17.1464 5.4450 -22.4855
H 16.5041 6.5281 -23.7023
H 16.4119 4.6883 -25.0844
H 17.4907 3.7299 -24.1132
C 17.4987 2.4811 -15.8015
O 16.2199 2.1144 -16.3138
C 16.1415 1.2467 -17.3186
O 15.1066 0.7384 -17.6485
O 17.3362 1.0125 -17.8773
C 17.3194 0.3219 -19.1423
H 18.0130 3.1405 -16.5002
H 18.1282 1.6181 -15.5984
H 17.3191 3.0151 -14.8732
H 18.3311 0.2818 -19.5339
H 16.7211 0.8870 -19.8489
H 16.9483 -0.6733 -18.9073
C 18.1458 -7.2610 -26.1274
O 18.9349 -6.4394 -25.2534
C 18.6547 -5.1426 -25.2904
O 17.7777 -4.6302 -25.9337
O 19.4887 -4.5052 -24.4748
C 19.3547 -3.0938 -24.4445
H 18.6338 -8.2268 -26.1564
H 18.1126 -6.8246 -27.1254
H 17.1250 -7.3160 -25.7528
H 20.1998 -2.6426 -23.9347
H 18.4356 -2.7557 -23.9719
H 19.4035 -2.7131 -25.4696
C 19.3272 0.7699 -22.8554
C 19.4483 -0.4776 -22.1174
N 19.4777 -1.4447 -21.5017
H 19.1694 0.5664 -23.9154
H 20.2193 1.3808 -22.7613
H 18.4404 1.3001 -22.5133

=====

Please write out number 2 again, unchanged.
22
Properties=species:S:1:pos:R:3 method="wB97M-V/def2-TZVPD" e_above_lowest_kj_mol=232.11 orbital_gap_ev=7.988 lumo_ev=-0.527 e_homo_ev=-8.515 mol_weight_g_mol=169.2
C -0.7679 0.5606 -1.1913
C -1.4814 0.0285 -0.1614
C 1.2241 0.3435 0.1855
C 0.6579 0.6589 -0.9983
C 0.4061 0.1145 1.2638
C -0.9211 -0.2012 1.1069
C 1.5472 0.9545 -2.2181
C -1.7319 -0.6659 2.2890
N -0.3975 -2.8225 0.6775
O -1.3495 -3.6615 -1.4368
S -1.6170 -2.8603 -0.3139
H -1.0855 0.6816 -2.1739
H -2.5692 -0.3204 -0.2566
H 2.3681 0.2867 0.3856
H 0.3548 -3.4259 0.4929
H 0.9038 0.1182 2.2410
H 2.2483 1.7434 -1.8134
H 0.8959 1.2991 -3.0865
H 2.1780 -0.0020 -2.3382
H -2.5065 0.1031 2.7182
H -1.0820 -0.8380 3.1723
H -2.2398 -1.7433 2.0794

=====

Please write out number 2 again, unchanged.
22
Properties=species:S:1:pos:R:3 method="wB97M-V/def2-TZVPD" e_above_lowest_kj_mol=232.11 orbital_gap_ev=7.988 lumo_ev=-0.527 e_homo_ev=-8.515 mol_weight_g_mol=169.2
C -0.7679 0.5606 -1.1913
C -1.4814 0.0285 -0.1614
C 1.2241 0.3435 0.1855
C 0.6579 0.6589 -0.9983
C 0.4061 0.1145 1.2638
C -0.9211 -0.2012 1.1069
C 1.5472 0.9545 -2.2181
C -1.7319 -0.6659 2.2890
N -0.3975 -2.8225 0.6775
O -1.3495 -3.6615 -1.4368
S -1.6170 -2.8603 -0.3139
H -1.0855 0.6816 -2.1739
H -2.5692 -0.3204 -0.2566
H 2.3681 0.2867 0.3856
H 0.3548 -3.4259 0.4929
H 0.9038 0.1182 2.2410
H 2.2483 1.7434 -1.8134
H 0.8959 1.2991 -3.0865
H 2.1780 -0.0020 -2.3382
H -2.5065 0.1031 2.7182
H -1.0820 -0.8380 3.1723
H -2.2398 -1.7433 2.0794